# C24H42IN2O7P

A cluster of 4 separate species, C24H42IN2O7P in total (the ωB97M-V functional and the def2-TZVPD basis, the Open Molecules 2025 dataset).

Last column: Löwdin charge in e.
Cartesian coordinates (Å):
O -1.49704 -4.03793 1.17531  0.003
C 1.47833 -4.09561 -1.64085  -0.304
H -2.07842 1.67607 3.37319  0.072
H -1.42844 5.39395 5.56007  0.125
H -0.96293 -5.24245 -1.32325  0.076
C -2.22002 2.55971 -0.07880  -0.093
H 2.35817 -3.26347 -4.57934  0.018
H -0.98963 2.90484 -5.20946  0.083
H 1.80628 -4.94894 -4.89958  0.039
H 1.29559 1.60302 2.03648  0.126
H -0.48019 3.25648 1.44083  0.120
H -0.45969 3.02775 -2.82391  0.112
H -0.59624 3.98019 7.32988  0.087
H -0.18632 -1.59588 -4.03800  0.029
H 2.39812 2.32349 -3.72346  0.126
O 0.49090 4.09190 -4.34505  -0.190
H -0.84604 3.03349 5.83189  0.083
H 1.03771 0.74398 0.51006  0.121
C 0.54876 1.35687 1.27482  -0.190
H -3.71690 2.31991 3.13792  0.089
H 3.16391 -2.85465 -2.63565  0.087
C -0.74232 3.95476 -5.03276  -0.111
H -2.44005 3.62074 0.07828  0.093
O 0.76904 1.14236 -4.27128  -0.204
H -1.45330 2.42633 7.38371  0.089
N 4.35252 -4.44023 1.63158  0.103
O -2.26142 3.68776 3.67776  -0.202
C -2.46058 5.04962 5.68095  -0.203
H 1.50104 1.53731 -2.41506  0.118
H 2.32450 -6.45473 3.66329  0.115
H -3.05636 2.10836 4.78836  0.088
H -1.59311 -2.29466 -3.04148  0.037
C -0.93235 -0.48141 1.16261  -0.100
C 2.55806 -5.84734 2.74903  -0.079
O -2.53539 3.97555 6.61199  -0.191
C 1.39558 2.05604 -3.37337  -0.190
H -4.09037 4.30609 4.46254  0.126
H -1.19555 -0.18267 0.14398  0.082
C 1.35277 1.16963 -5.56388  -0.112
H 4.58375 -5.32204 3.54371  0.110
I -1.78155 -6.80739 2.15183  0.698
C 3.74245 -3.60915 -0.61110  -0.011
H 1.41004 2.18774 -5.95790  0.085
H -0.15961 -1.25557 1.13382  0.084
H -0.08003 -1.65269 -2.22115  0.034
C 1.08494 -4.84014 -0.44915  -0.127
H -3.04417 5.87506 6.10114  0.123
H -0.65238 4.45904 -5.99533  0.088
H 0.86203 3.22711 0.28545  0.120
H 0.72862 0.57317 -6.23040  0.087
H 0.85557 -3.53746 -5.61202  0.045
C 0.54478 3.29670 -3.16362  -0.200
P 0.36713 -3.90127 -3.14814  0.887
H 1.00889 3.91271 -2.38699  0.124
C -0.47202 -2.20394 -3.13058  -0.287
H -2.82508 2.19685 -0.91046  0.090
H -1.81938 -0.89289 1.64435  0.091
H -3.08542 5.54592 3.69641  0.123
C 0.01801 2.64969 0.67747  -0.187
N 1.61237 -5.74623 1.78214  0.104
C -1.17372 -5.13399 0.85119  -0.793
H 2.35411 0.72789 -5.53297  0.086
C -2.81591 2.38169 3.75743  -0.105
H 4.75103 -3.11369 -0.64938  0.108
O -0.48334 0.62620 1.93040  -0.207
C -0.34188 -5.50178 -0.42629  -0.174
H -2.48135 1.99243 0.81761  0.072
O -0.85243 2.39340 -0.42159  -0.212
C 2.04822 -4.98880 0.70425  -0.146
C -3.06193 4.66106 4.34093  -0.201
C -1.28669 3.32449 6.78875  -0.110
C 3.88947 -5.18622 2.66963  -0.094
C 1.43675 -3.89780 -4.71620  -0.314
H -1.54478 4.43226 -4.46072  0.088
C 3.38508 -4.37804 0.63724  -0.196
C 2.85397 -3.43946 -1.73497  -0.062
H -0.18419 -6.62111 -0.46412  0.106

Atomic forces in eV per Å
0.3330 -0.7705 -0.4494
1.7957 0.6999 1.1754
0.0057 0.1298 -0.0386
-0.0199 -0.0722 -0.0673
0.7238 0.0761 0.7926
0.0292 0.0214 -0.1324
-0.8976 -0.4397 -0.4171
-0.0345 -0.0009 0.0420
-0.5614 1.0877 0.1742
0.0374 0.0316 -0.0461
-0.0252 -0.1032 0.0202
0.1303 -0.0563 -0.0240
0.0888 -0.0444 -0.0471
-0.3697 -0.6489 0.9669
-0.0705 0.0542 -0.0552
-0.1893 -0.2116 -0.1033
0.0189 0.0325 0.0013
-0.0808 0.0298 -0.0336
-0.2011 0.2495 0.4542
-0.0873 -0.0532 0.0729
-0.3801 -0.6555 1.0436
0.1296 0.1139 0.0217
-0.0766 -0.0303 0.1003
0.1998 0.1629 -0.2017
-0.0779 0.0778 0.0004
-3.1421 -1.9349 0.9271
-0.2192 -0.1082 0.1729
-0.5169 -0.1306 0.1578
-0.0058 0.0441 0.0303
0.1731 0.6924 -1.0558
-0.0681 0.0615 -0.0176
1.3143 -0.0604 -0.1767
-0.0558 -0.0281 0.1085
0.2997 0.7330 -0.8825
0.2914 -0.0152 -0.1754
-0.4399 -0.1834 0.2456
0.0650 -0.0277 0.0832
0.0466 -0.0044 -0.0074
-0.1169 -0.0750 0.0763
-0.7860 0.1745 -1.0091
0.0388 0.1863 -0.3946
-1.2839 0.0804 -0.9133
0.0491 -0.0134 0.0193
-0.0404 -0.0674 -0.0905
-0.5840 -0.3898 -1.0318
0.9187 1.5633 -1.6691
0.0190 0.0379 -0.0430
0.0690 0.0304 0.0736
0.0364 0.0102 0.0481
-0.0123 -0.0187 0.0918
0.4488 -0.3834 1.1303
0.3375 0.1796 -0.1622
-1.2204 -0.8823 -0.5790
-0.0325 -0.0450 0.0537
0.7982 0.7142 0.6613
0.1071 0.0087 -0.0308
0.0834 0.0283 0.0600
-0.0385 0.0357 0.0404
0.2172 -0.1844 -0.3464
2.8992 0.9242 0.5807
0.4161 0.4571 -0.2620
0.0630 0.0611 -0.0901
0.1625 -0.0933 -0.0656
-1.1174 -0.6996 0.2288
0.0792 -0.0446 -0.3776
0.7349 -0.9596 0.6337
0.0111 0.0465 0.0177
-0.1548 -0.0419 0.2898
-0.4057 0.1984 -1.1125
0.4961 0.1725 -0.1892
-0.1084 -0.0041 0.0784
-0.1700 -0.0519 -0.2279
1.0334 0.1137 0.5572
-0.0864 -0.0767 -0.0398
-0.3920 0.9779 -2.2050
-0.3241 -1.8785 3.3050
-0.3078 1.1904 0.2335

Calculated values
- LUMO (Eh) = -0.031
- energy relative to the best compared isomer or geometry (same formula, charge and spin) (eV) = 0.000
- frontier orbital gap (eV) = 7.3
- 2S+1 = 1
- SMILES string = CP(C)c1ccc2nccnc2c1CC(=O)I.COCCOC.COCCOC.COCCOC